Record 1
Ca2H14NO10 | the ωB97M-V functional and the def2-TZVPD basis

Structure (ORCA input):
```
! RIJCOSX wB97M-V def2-TZVPD def2/J DEFGRID3
* xyz 3 1
Ca -1.19257 -3.65750 -3.30886
Ca -2.14077 3.60178 -5.37784
N -0.53218 0.84550 -1.72780
O -0.16492 -0.34641 -1.79307
O -0.27815 1.44386 -0.71365
O -0.95017 1.38973 -2.73821
O 2.33674 1.49610 3.14632
H 2.27824 0.85989 3.85911
H 1.65114 1.23254 2.53254
O -3.80732 -1.91627 -2.54085
H -4.68669 -2.22368 -2.76096
H -3.88152 -0.96198 -2.53355
O -1.89775 2.36747 3.06777
H -1.93920 1.57078 2.53882
H -1.25889 2.92087 2.61849
O -0.50418 -0.80171 2.50189
H -1.23267 -1.26137 2.91932
H -0.81248 -0.61945 1.61423
O 4.02947 3.29746 -0.15168
H 3.15671 3.04654 -0.45428
H 4.51998 3.47476 -0.95430
O 3.21312 -1.49122 -0.19626
H 2.34411 -1.36461 -0.57709
H 3.55249 -0.60476 -0.07274
O -0.74595 -4.16891 0.01163
H -1.15722 -4.34803 0.85720
H 0.10063 -3.78139 0.23380
*
```

The HOMO-LUMO gap comes out at 2.119 eV. The value obtained for the lowest unoccupied orbital energy is -13.207 eV. The value obtained for the total energy is -59034.534 eV. As for the highest occupied orbital energy: -15.326 eV. For the max |F|, the calculation gives 4.14 eV/Å. The energy above the lowest of the compared OMol25 structures with the same formula, charge and spin comes out at 4.7943 eV.

Mulliken atomic charge list, values in e, 8 entries:
1 Ca 1.812
2 Ca 1.942
3 N 0.913
4 O -0.588
5 O -0.523
6 O -0.686
7 O -0.595
8 H 0.319

Record 2
Ca3H10N3O14 | the ωB97M-V functional and the def2-TZVPD basis

Structure (ORCA input):
```
! RIJCOSX wB97M-V def2-TZVPD def2/J DEFGRID3
* xyz 3 1
Ca 5.13938 2.51841 17.03992
Ca 7.97024 -5.34967 16.99427
Ca 2.34615 -4.62520 21.29004
N 4.76575 3.50041 21.27011
O 5.42756 3.51357 20.30031
O 3.86202 4.35563 21.30020
O 4.86825 2.66667 22.11097
N -1.02935 -2.04118 20.23509
O -1.68573 -1.01742 20.27988
O 0.00334 -2.20573 20.89042
O -1.52581 -3.01103 19.68053
N 5.57098 -1.74016 19.35903
O 6.42022 -2.62950 19.48495
O 5.87261 -0.59377 18.91003
O 4.42326 -1.98468 19.72554
O 8.31460 2.08655 16.45752
H 9.04988 2.33333 15.89655
H 8.42882 1.14748 16.60362
O 2.42990 1.33812 18.53110
H 2.52092 0.52463 19.02727
H 1.62627 1.73531 18.86675
O 8.56516 1.10633 21.52418
H 8.16329 1.19053 22.38885
H 7.83111 0.93589 20.93396
O 7.95895 -4.24546 22.72937
H 7.23943 -3.66764 22.98363
H 7.89956 -4.29720 21.77542
O 2.32417 -4.83981 17.80297
H 2.17858 -4.06584 17.25891
H 2.21318 -5.57836 17.20425
*
```

The HOMO-LUMO gap comes out at 1.381 eV. The value obtained for the lowest unoccupied orbital energy is -12.434 eV. The value obtained for the total energy is -88568.290 eV. As for the highest occupied orbital energy: -13.815 eV. For the max |F|, the calculation gives 7.88 eV/Å. The energy above the lowest of the compared OMol25 structures with the same formula, charge and spin comes out at 13.9823 eV.

Mulliken atomic charge list, values in e, 8 entries:
1 Ca 1.775
2 Ca 1.526
3 Ca 1.725
4 N 1.084
5 O -0.615
6 O -0.509
7 O -0.523
8 N 0.981